Below is the molecule C3H5NOS2 in a non-equilibrium geometry, with properties calculated with wB97M-V/def2-TZVPD.

The geometry in XYZ format:
```
12
Properties=species:S:1:pos:R:3
C 0.11010 1.22022 -0.28184
C -1.27616 0.73907 -0.08167
C 0.61130 -1.04600 0.59380
N 0.88560 0.15815 -0.21912
O 0.79099 -2.21190 -0.11161
S 0.58554 2.65628 -0.77732
S -1.27376 -0.68899 1.00898
H -1.86175 1.58634 0.47107
H -1.69035 0.48518 -1.04642
H 1.04146 -1.09830 1.64176
H 1.93557 0.38893 -0.38697
H 0.14145 -2.18899 -0.81066
```

- Calculated total energy: -28399.4241 eV
- Kohn-Sham gap: 9.029 eV
- Relative energy (zero: lowest compared OMol25 entry of this formula, charge and spin): 0.807 eV
- HOMO: -0.322 hartree
- Lowest unoccupied orbital energy: 0.3 eV
- SMILES string: O[C@H]1NC(=S)CS1